Record 1
C34H36BiBrN8O4Si | ωB97M-V/def2-TZVPD

Summary:
LUMO energy = 0.38 eV
maximum force = 1.0 eV/Å
energy = -139716.3489 eV
gap between HOMO and LUMO = 7.341 eV
ΔE to the lowest compared entry with this formula, charge and spin = 35.7 kcal per mole

Structure (ORCA input):
```
! wB97M-V def2-TZVPD RIJCOSX def2/J DEFGRID3
* xyz 0 1
Bi -0.40900 -0.83601 -0.01492
Br 2.55039 2.87458 -5.44908
C 2.37848 2.38951 -3.61279
C 3.38472 1.65332 -3.00743
C 3.21305 1.19313 -1.71863
C 1.98735 1.35926 -1.01909
O 1.73575 0.71226 0.06890
C 1.07436 2.30490 -1.60202
C -0.02324 2.83730 -0.75627
N -1.18126 2.32861 -0.70293
C -2.13170 2.69533 0.25375
C -3.43000 2.97421 -0.10031
C -4.41754 3.17146 0.87916
C -4.12095 3.05852 2.20871
C -2.79982 2.78199 2.62011
C -2.40365 2.69373 3.97492
C -1.09913 2.44335 4.28363
C -0.16734 2.30238 3.23464
N -0.48993 2.40218 1.97528
C -1.78057 2.62425 1.64650
C 1.26274 2.77770 -2.89141
H 4.29204 1.43668 -3.55894
H 4.00562 0.64258 -1.22382
H 0.22579 3.73929 -0.19001
H -3.67859 3.05224 -1.15111
H -5.42703 3.40120 0.56407
H -4.89038 3.18692 2.96037
H -3.14354 2.84038 4.75337
H -0.76850 2.36359 5.31038
H 0.87914 2.10485 3.44173
H 0.53758 3.45160 -3.33103
C -0.73512 -1.86006 5.12926
N -1.03699 -2.52560 3.87253
C -1.59165 -3.77450 3.80613
C -1.98669 -4.31825 2.64648
C -1.82578 -3.57794 1.39803
O -2.29799 -3.93937 0.33379
N -1.09430 -2.40178 1.52172
C -0.78436 -1.82272 2.71034
O -0.30740 -0.68713 2.75089
H -0.77565 -2.58040 5.94237
H -1.45558 -1.06052 5.31128
H 0.25245 -1.40876 5.06782
H -1.69623 -4.29023 4.75135
H -2.44586 -5.29302 2.59577
C 4.51194 -2.39624 -2.36082
N 3.51716 -2.33648 -1.31540
C 3.78176 -2.57241 0.08369
C 2.41351 -2.30977 0.71392
O 2.11875 -2.43625 1.87402
N 1.56922 -1.92602 -0.30296
C 2.25516 -1.91928 -1.47101
N 1.75628 -1.55216 -2.63333
H 5.36136 -2.97380 -2.00528
H 4.85684 -1.39685 -2.63861
H 4.10248 -2.89279 -3.24228
H 4.51388 -1.86910 0.48870
H 4.11335 -3.59434 0.27368
H 0.74184 -1.43272 -2.69668
H 2.32282 -1.57077 -3.46154
C -3.64450 -1.14479 -0.65953
Si -2.60136 -1.56490 -2.18411
C -2.40723 -0.01682 -3.25526
C -3.51604 -2.95295 -3.07983
N -0.96461 -2.04699 -1.77437
C -0.50746 -3.34285 -2.12789
C 0.05577 -4.25740 -1.23426
C 0.53663 -5.48107 -1.67442
C 0.47571 -5.83333 -3.01416
C -0.07379 -4.93477 -3.91557
C -0.55180 -3.71134 -3.47999
H -4.64660 -0.83113 -0.95769
H -3.22310 -0.34051 -0.05099
H -3.74716 -2.02827 -0.02923
H -3.36871 0.30105 -3.66841
H -1.72720 -0.18038 -4.09510
H -2.00771 0.80639 -2.66540
H -4.58566 -2.89469 -2.87112
H -3.16038 -3.92262 -2.73065
H -3.38772 -2.91284 -4.16226
H 0.11391 -4.01841 -0.18633
H 0.95740 -6.17701 -0.95841
H 0.84875 -6.79249 -3.34840
H -0.12324 -5.18303 -4.96877
H -0.95439 -3.00530 -4.19728
*
```

Record 2
CH6O2P2 | ωB97M-V/def2-TZVPD

Summary:
LUMO energy = 0.66 eV
maximum force = 2.5 eV/Å
energy = -23804.7989 eV
gap between HOMO and LUMO = 9.042 eV
SMILES = O[PH]#[PH2].C=O
ΔE to the lowest compared entry with this formula, charge and spin = 19.3 kcal per mole

Structure (ORCA input):
```
! wB97M-V def2-TZVPD RIJCOSX def2/J DEFGRID3
* xyz 0 1
O -0.74955 -2.69547 0.55998
P -1.66219 -1.34762 0.31701
P -0.93289 -0.03157 1.81869
H -0.44282 -2.77957 1.48051
H -0.83783 -0.90112 -0.63901
H -1.18123 1.06627 1.05459
H -2.12075 0.13478 2.38276
C 1.96632 1.64750 -1.72177
O 0.96434 1.26822 -1.17753
H 2.05128 2.61137 -2.11837
H 2.94531 1.02722 -1.95685
*
```

Record 3
C45H69F7O27 | ωB97M-V/def2-TZVPD

Summary:
LUMO energy = 0.41 eV
maximum force = 3.9 eV/Å
energy = -122086.5934 eV
gap between HOMO and LUMO = 9.430 eV

Structure (ORCA input):
```
! wB97M-V def2-TZVPD RIJCOSX def2/J DEFGRID3
* xyz 0 1
C -4.30296 -0.79450 2.65616
C -4.23114 0.64547 2.18913
O -4.64865 1.38479 3.28736
C -5.39789 0.54868 4.11249
O -6.04873 0.94769 4.99526
O -5.30939 -0.75154 3.72897
F -5.04303 0.78206 1.05072
H -3.39893 -1.13764 3.07142
H -4.56010 -1.40928 1.75069
H -3.27280 1.09191 1.88025
C 4.50738 3.86707 1.55140
C 5.36178 4.04223 0.30920
O 4.47831 3.93221 -0.73061
C 3.29680 3.33633 -0.29966
O 2.40679 3.04948 -1.01709
O 3.31641 3.36320 1.00795
F 6.29704 3.03847 0.21474
H 4.27320 4.85172 1.90414
H 4.97609 3.20747 2.30054
H 5.85674 5.01226 0.27418
C -0.06696 6.39650 1.93336
C 1.02856 5.65597 1.17291
O 0.82623 4.35781 1.49761
C -0.01444 4.25464 2.53126
O -0.27896 3.19899 3.03470
O -0.47464 5.44143 2.90481
F 2.25773 6.12345 1.59050
H -0.95634 6.51459 1.31906
H 0.25701 7.36817 2.40501
H 1.00993 5.92763 0.12048
C 5.07150 -0.09293 -0.15120
C 4.98309 -1.58281 -0.06812
O 4.22268 -1.96099 -1.19878
C 3.74964 -0.80503 -1.81700
O 2.88510 -0.79764 -2.59083
O 4.24335 0.26706 -1.22327
F 4.20019 -1.97473 1.02622
H 6.10954 0.07989 -0.42914
H 4.77352 0.43017 0.72922
H 5.89949 -2.18687 -0.02785
C 1.92629 1.75249 -4.65649
C 0.66578 2.65630 -4.55930
O 1.10205 3.95100 -4.66657
C 2.51312 3.94322 -4.44493
O 3.16278 4.90966 -4.38585
O 2.97474 2.67165 -4.33636
F 0.02058 2.58450 -3.40176
H 2.10030 1.30422 -5.60127
H 1.90193 0.91622 -3.93500
H -0.04334 2.55811 -5.37825
C 0.30589 1.32647 0.41691
C 0.90873 0.42071 -0.58054
O -0.20890 -0.37602 -1.04341
C -1.32302 -0.11689 -0.26204
O -2.40952 -0.60939 -0.43278
O -0.98459 0.77034 0.69416
F 1.86512 -0.43607 0.04483
H 0.14488 2.29241 -0.06443
H 0.80413 1.46279 1.35422
H 1.50428 0.93301 -1.36565
C -3.49582 -5.84554 1.13741
C -4.16099 -4.45453 0.87357
O -3.19475 -3.55163 1.45413
C -2.39429 -4.26492 2.27482
O -1.63487 -3.71224 3.06206
O -2.48579 -5.56898 2.11282
F -5.28994 -4.32448 1.60023
H -3.01640 -6.15261 0.19306
H -4.18042 -6.56080 1.57520
H -4.29654 -4.16755 -0.16721
C -5.77607 -0.80153 -1.67147
C -5.17762 -2.14499 -1.30347
C -4.52088 -2.63471 -2.56687
O -4.70752 -1.61388 -3.62056
C -5.75526 -0.73481 -3.21960
H -5.26911 0.03377 -1.19846
H -6.76444 -0.52672 -1.32103
H -5.97212 -2.87191 -0.94075
H -4.45730 -2.00816 -0.48624
H -4.99377 -3.52842 -2.96939
H -3.46487 -2.89924 -2.49126
H -6.69921 -1.03642 -3.66298
H -5.43354 0.22745 -3.63641
C 1.44163 -5.03090 -0.61857
C 1.17877 -3.56409 -0.74189
C -0.27433 -3.42765 -0.22578
O -0.63463 -4.68648 0.25489
C 0.11094 -5.66977 -0.43782
H 2.11379 -5.21169 0.17948
H 1.95155 -5.36913 -1.55757
H 1.29195 -3.18524 -1.82146
H 1.86558 -2.92972 -0.15163
H -0.95961 -3.12521 -1.05644
H -0.43383 -2.64117 0.50869
H -0.36762 -5.96553 -1.42080
H 0.04719 -6.50386 0.23418
C 1.49825 -3.26626 2.77754
C 0.72270 -1.94115 2.78066
C 0.30340 -1.75192 4.17674
O 1.33416 -2.45391 4.95804
C 2.26270 -3.12978 4.06275
H 2.10373 -3.37981 1.87508
H 0.80049 -4.09942 2.96470
H -0.02922 -1.74497 2.05435
H 1.47338 -1.14727 2.59368
H -0.60596 -2.33625 4.45857
H 0.25325 -0.67424 4.36088
H 2.40499 -4.05942 4.64435
H 3.16795 -2.56381 3.98188
C 4.57984 0.71715 5.45852
C 3.16971 0.63680 4.93525
C 3.28241 1.38952 3.60499
O 4.59582 1.12220 3.10062
C 5.34961 0.45623 4.19463
H 4.87467 -0.00414 6.32069
H 4.78782 1.73270 5.75184
H 2.40934 1.00946 5.61913
H 2.86951 -0.44918 4.81494
H 3.16857 2.46361 3.84447
H 2.52513 1.09926 2.88974
H 6.33363 0.87933 4.11433
H 5.30491 -0.57310 3.94023
C -3.20274 3.18130 -0.77475
C -2.94607 4.01843 -2.00290
C -1.87631 5.06346 -1.53678
O -1.61154 4.69298 -0.16350
C -2.81803 4.13348 0.33000
H -2.43932 2.39118 -0.75893
H -4.14170 2.70342 -0.71988
H -3.76789 4.61102 -2.41659
H -2.41687 3.57719 -2.80666
H -2.24262 6.08775 -1.35497
H -0.98223 5.15712 -2.12254
H -3.52384 4.89568 0.60845
H -2.57174 3.61113 1.28740
C 0.21427 -2.69753 -5.91698
C -0.82772 -2.60748 -4.81265
C -1.23151 -1.08800 -4.77450
O -0.70629 -0.52628 -5.97552
C 0.55627 -1.25477 -6.15988
H -0.21263 -3.10951 -6.84040
H 1.15580 -3.29659 -5.73191
H -0.40982 -2.97897 -3.81534
H -1.60535 -3.27201 -5.12423
H -0.69039 -0.52964 -3.95587
H -2.30606 -0.92300 -4.74197
H 1.23037 -0.79816 -5.38762
H 1.02892 -1.05863 -7.17460
*
```